1.
ORCA calculation (ωB97M-V/def2-TZVPD) on C26H18F12IMoN3O9P2 as an isolated structure.

The geometry in ORCA input format:
```
! wB97M-V def2-TZVPD RIJCOSX def2/J DEFGRID3
* xyz -2 3
F 1.728 0.377 -3.132
H 6.935 0.143 2.010
C 1.888 1.990 3.121
H 3.214 1.803 -1.639
C 0.107 -3.902 -0.802
H -3.249 -3.864 -1.134
O -0.580 -0.050 -1.534
F 2.915 0.381 4.320
C 2.499 0.866 0.158
F -0.415 1.519 2.143
F 2.503 -2.714 1.805
H 7.355 1.033 0.547
H -1.558 4.015 1.306
C 1.302 4.662 -1.301
F 0.210 -0.929 -3.907
O -4.577 -0.292 2.818
P -2.950 2.613 0.479
O -2.321 -0.360 1.575
O -2.366 3.591 1.616
C 0.246 -2.637 -0.259
N -0.813 -1.861 -0.040
O -3.847 1.640 1.379
C 0.939 2.294 -0.925
O -2.631 1.156 3.562
C 2.354 -1.859 2.836
C 0.569 4.610 -2.481
H -1.281 -5.362 -1.547
C -1.964 1.003 -3.136
O 0.709 -0.747 1.750
C 3.516 1.294 -0.735
C -0.009 3.399 -2.834
H -2.846 -1.605 -0.169
I 1.804 -5.066 -1.126
P -3.377 0.426 2.369
N 2.094 3.099 2.919
C 5.287 0.440 0.657
C -2.034 -2.291 -0.361
F 1.403 -2.363 3.631
H 1.103 6.598 -3.109
C 0.357 5.833 -3.331
F 3.505 -1.949 3.542
C 4.307 -0.039 1.507
H 2.056 3.562 0.375
F 0.427 1.067 -4.720
C 1.480 3.524 -0.540
C 0.112 2.249 -2.058
F -2.897 0.576 -2.300
H 1.739 5.599 -0.973
C 1.924 -0.450 2.282
H -0.573 3.361 -3.754
H 4.627 -0.549 2.402
H -1.737 1.419 3.247
F 0.747 0.304 4.260
C 1.822 0.547 3.495
C 4.852 1.097 -0.492
C 0.458 0.346 -3.572
C 2.937 0.112 1.276
Mo -0.563 0.264 0.567
H -0.628 6.272 -3.160
H 1.208 -2.224 0.003
H 0.426 5.594 -4.394
H 7.114 -0.709 0.480
O -3.748 3.319 -0.534
C -2.243 -3.550 -0.898
C -0.510 0.907 -2.487
O -1.767 1.796 -0.050
N 1.194 1.166 -0.123
C 6.747 0.214 0.937
H 5.576 1.460 -1.215
F -2.048 0.194 -4.227
F -2.343 2.216 -3.572
C -1.154 -4.374 -1.124
*
```

ΔE to the lowest compared entry with this formula, charge and spin in eV: 0.0000
HOMO (alpha / beta) in hartree: -0.0731 / -0.0834
⟨S²⟩: 2.008
Orbital gap (alpha / beta) in eV: 5.36 / 5.64



2.
ORCA calculation (ωB97M-V/def2-TZVPD) on C2H10N4 as an isolated structure.

The geometry in ORCA input format:
```
! wB97M-V def2-TZVPD RIJCOSX def2/J DEFGRID3
* xyz 0 1
H 1.417 0.816 -0.345
N -0.523 -1.537 -0.062
H 0.135 -2.671 -1.569
H 1.402 -2.013 -0.579
N -0.624 1.124 1.337
H -1.555 1.230 1.731
H 0.603 1.399 -1.779
H -1.515 1.746 -0.453
H -0.838 -0.130 -0.359
C -0.678 1.166 -0.062
N -0.272 -1.579 1.205
N 0.452 -1.940 -0.949
H 0.952 2.524 -0.428
H -0.337 0.117 1.618
C 0.651 1.510 -0.697
H 0.731 -1.762 1.391
*
```

ΔE to the lowest compared entry with this formula, charge and spin in eV: 3.9812
HOMO (alpha / beta) in hartree: -0.2944 / -0.2944
Orbital gap (alpha / beta) in eV: 8.48 / 8.48



3.
ORCA calculation (ωB97M-V/def2-TZVPD) on C14H15N6O2STi as an isolated structure.

The geometry in ORCA input format:
```
! wB97M-V def2-TZVPD RIJCOSX def2/J DEFGRID3
* xyz 1 1
C -0.550 3.037 0.281
N -1.955 1.365 -0.394
N 0.150 1.955 0.808
H 0.239 -4.078 0.437
C 3.350 -5.423 0.154
H 3.864 -6.372 0.229
H 3.946 -2.144 -0.488
C 4.069 -4.277 -0.155
N -3.178 0.908 -0.883
O 0.732 -1.217 0.897
H -4.951 -1.748 -0.832
C 1.305 -4.153 0.274
H -0.588 5.201 0.077
H 1.810 1.331 1.940
H 1.422 -6.260 0.609
N 1.370 -1.749 -0.150
C 2.056 -3.041 -0.039
H 1.413 5.566 1.405
H -2.900 3.444 -2.030
H 2.643 3.584 2.386
C 3.416 -3.055 -0.249
C -3.517 -0.339 -0.582
C 1.751 3.447 1.791
N 1.252 -1.247 -1.281
N -4.657 -0.820 -1.082
H -5.269 -0.264 -1.656
S -2.518 -1.314 0.441
C -2.690 3.678 -0.981
C -0.059 4.359 0.498
C -1.734 2.712 -0.382
H -3.642 3.712 -0.441
C 1.976 -5.362 0.369
H -2.287 4.687 -0.974
C 1.053 4.560 1.235
O 0.495 -0.213 -1.315
C 1.302 2.202 1.553
H -3.756 1.515 -1.441
H 5.137 -4.324 -0.321
Ti -0.500 0.137 0.294
*
```

HOMO (alpha / beta) in hartree: -0.3475 / -0.3522
Orbital gap (alpha / beta) in eV: 5.58 / 5.81



4.
ORCA calculation (ωB97M-V/def2-TZVPD) on an isolated molecule of C11H14O2.

The geometry in ORCA input format:
```
! wB97M-V def2-TZVPD RIJCOSX def2/J DEFGRID3
* xyz 0 1
H 1.489 -2.181 -0.183
C 2.097 -0.153 -0.090
C 1.163 -1.185 -0.192
H -2.541 0.683 -1.387
C 1.770 1.139 -0.158
O 3.346 -0.651 0.107
H -1.651 -1.571 -1.604
H 4.086 1.035 1.184
H -3.388 -2.077 -0.072
C -2.056 0.903 -0.361
H 0.292 2.589 -0.324
C -0.585 0.624 -0.334
C -2.464 -1.587 0.444
C -0.180 -0.768 -0.391
H -3.881 0.058 0.398
C 0.430 1.508 -0.232
H -2.629 0.306 1.664
C -2.799 -0.011 0.596
H 4.229 1.116 -0.630
C 4.289 0.367 0.267
O -2.315 2.240 -0.109
C -1.221 -1.723 -0.563
H -2.194 2.213 0.922
H 5.334 0.003 0.222
H -2.286 -2.110 1.358
H -0.826 -2.766 -0.566
H 2.491 2.000 0.032
*
```

SMILES string: COc1ccc2c(c1)CCC[C@H]2O
ΔE to the lowest compared entry with this formula, charge and spin in eV: 1.8933
HOMO in hartree: -0.3117
Orbital gap in eV: 9.37



Largest force on an atom values, unit eV/A, following the record order: 0.512, 3.368, 1.975, 4.254.